# 1
A molecular structure, C13H17BrN4O3Rh, computed with ωB97M-V/def2-TZVPD.

Last column: Mulliken charge in e.
Cartesian coordinates (Å):
O: 0.802 1.315 0.836  -0.39
Br: 3.661 0.781 -0.710  -0.05
C: 1.119 -2.334 -0.482  -0.68
H: -4.863 -0.162 2.085  0.42
C: 3.234 -3.201 0.169  0.99
N: -0.016 3.412 0.569  -0.29
C: 3.760 -1.929 -0.015  -0.55
H: -2.565 0.375 -2.486  0.24
C: -3.928 -0.115 1.543  -0.31
C: 2.916 -0.919 -0.431  -0.04
H: 4.808 -1.741 0.156  0.48
C: -2.654 0.542 -0.361  0.48
H: -0.664 -0.953 1.737  0.49
C: 0.788 0.158 -2.901  -0.88
O: 4.071 -4.166 0.568  -0.51
N: -1.543 0.004 0.150  0.34
H: 3.616 -5.012 0.651  0.31
N: 1.141 2.817 2.481  -0.45
N: 1.610 -1.095 -0.658  0.11
H: -3.313 1.888 -1.902  0.46
H: 0.443 0.807 -3.719  0.22
C: -2.774 -0.663 2.077  -0.91
H: 1.418 -4.378 0.042  0.35
C: 0.654 2.467 1.264  0.53
H: 1.205 3.779 2.763  0.19
H: -1.051 2.015 -2.735  0.28
C: -2.522 1.159 -1.725  -0.34
H: -0.420 3.150 -0.315  0.19
H: -2.775 -1.147 3.043  0.41
C: -3.866 0.511 0.307  -0.88
H: 1.452 -0.620 -3.282  0.25
C: 1.876 -3.405 -0.075  -0.71
Rh: 0.270 0.382 -1.190  0.73
H: 0.064 -2.449 -0.689  0.55
H: 1.768 2.162 2.914  0.26
H: -0.146 4.345 0.914  0.18
C: -1.599 -0.569 1.350  -0.28
H: -4.742 0.970 -0.131  0.41
O: -1.235 1.816 -1.807  -0.58

Properties
Spin multiplicity: 1
LUMO level (alpha / beta), eV: -2.3 / -2.3
Energy, Ha: -3634.684984
Orbital gap (alpha / beta), eV: 8.3 / 8.3
Net charge: +1

# 2
A molecular structure, C13H17Cl3N4O3S2 at a distorted geometry, computed with ωB97M-V/def2-TZVPD.

Last column: Mulliken charge in e.
Cartesian coordinates (Å):
H: -2.005 5.531 -0.089  0.88
C: 0.904 -2.314 2.497  -0.50
S: 4.261 0.138 -0.406  -0.31
C: 1.370 -2.105 1.269  0.78
C: -0.476 4.046 -0.279  -0.30
S: -2.276 -4.267 2.361  1.17
C: 2.872 -0.553 -0.140  0.17
C: -0.068 -2.893 2.981  -0.63
O: -2.661 -5.166 1.363  -0.69
H: -1.337 -3.700 -0.261  0.19
N: 2.247 -1.244 0.948  -0.14
H: -0.450 3.840 0.682  0.44
H: -0.333 -3.352 3.905  0.58
C: -1.128 3.144 -1.243  -0.79
C: 1.774 0.760 -2.061  -2.01
H: 1.073 2.668 -2.452  0.41
C: 0.472 -2.731 0.237  -0.51
H: 2.756 1.126 -2.077  0.80
H: -3.941 -2.602 1.496  0.28
H: -2.211 2.905 -1.088  0.34
H: 1.715 -1.804 3.410  -0.06
H: -3.543 -2.519 3.111  0.28
C: -0.535 1.918 -1.211  0.52
H: 0.749 -0.384 -0.618  0.68
N: 0.944 2.092 -1.690  -0.22
O: -0.722 1.020 -0.503  -0.53
O: -2.273 -4.859 3.698  -0.69
N: -3.663 -3.315 2.117  -0.65
H: 0.784 4.402 -0.626  0.20
H: 3.197 -1.333 1.734  0.36
C: -1.180 5.536 -0.335  -2.23
Cl: -0.010 -0.702 -3.355  -0.12
Cl: 2.609 -1.220 -3.515  -0.07
C: -0.631 -3.191 0.640  -0.57
C: 1.538 0.020 -3.283  0.88
H: 0.865 -2.431 -0.733  0.64
H: -0.843 6.179 0.338  0.59
N: 1.614 -0.168 -0.861  -0.13
H: -0.875 3.602 -2.106  0.34
H: -1.156 5.984 -1.254  0.50
C: -1.067 -3.373 2.024  0.32
Cl: 1.639 1.316 -4.627  -0.19

Properties
Spin multiplicity: 1
LUMO level, eV: -1.0
Energy, Ha: -3126.781466
Orbital gap, eV: 7.6

# 3
A molecular structure, C13H17CoIN2 at a distorted geometry, computed with ωB97M-V/def2-TZVPD.

Last column: Mulliken charge in e.
Cartesian coordinates (Å):
H: -0.009 -1.738 -0.846  0.39
C: 2.213 -1.909 0.078  -1.46
H: -2.456 2.659 1.090  0.27
C: -1.074 1.292 0.179  0.59
N: -0.156 1.043 -0.818  0.70
H: 0.828 -2.758 -2.035  0.37
H: 2.224 -1.142 -2.840  0.48
H: -0.538 -1.707 -2.516  0.34
H: -0.188 4.053 -2.344  0.36
C: 0.138 2.052 -1.681  0.01
H: 1.750 -2.896 -0.081  0.44
H: 0.512 -2.578 1.703  0.33
C: -1.135 0.261 1.200  0.67
C: 1.358 -0.666 -2.370  -0.88
C: 0.368 -1.774 -1.905  -0.64
C: -1.745 2.523 0.274  -0.92
H: 3.110 -1.840 -0.543  0.37
H: 0.933 1.864 -2.397  0.41
H: 0.858 -0.009 -3.078  0.37
C: -0.488 3.295 -1.625  -0.87
C: -0.967 -1.755 3.079  -0.88
C: -0.193 -1.782 1.927  -0.18
Co: 0.916 -0.519 -0.468  -1.17
H: 2.509 -1.846 1.127  0.47
H: -1.954 4.499 -0.572  0.41
H: -2.447 -0.653 4.200  0.41
I: 2.626 1.000 0.587  -0.12
H: -2.562 1.197 2.480  0.29
C: -1.917 0.329 2.357  -0.77
N: -0.255 -0.781 1.016  0.26
C: -1.456 3.537 -0.644  -0.42
H: -0.860 -2.582 3.776  0.38
C: -1.837 -0.689 3.303  -0.45
H: 1.895 0.018 -1.614  0.42

Properties
Spin multiplicity: 4
LUMO level (alpha / beta), eV: -0.1 / -1.2
Energy, Ha: -2295.401744
Orbital gap (alpha / beta), eV: 4.9 / 7.0

# 4
A molecular structure, C13H17HgIN2 at a distorted geometry, computed with ωB97M-V/def2-TZVPD.

Last column: Mulliken charge in e.
Cartesian coordinates (Å):
H: 2.213 -3.942 -1.103  0.37
H: 0.132 -0.690 2.185  0.32
H: 0.946 0.489 3.292  0.37
H: 4.470 2.469 0.834  0.36
H: -5.068 0.015 -2.312  0.41
C: -3.159 -0.840 -1.785  -0.70
C: 1.318 -3.327 -1.128  -0.76
N: 0.280 -1.258 -0.468  0.07
C: -2.898 1.160 0.052  -0.19
C: -0.860 -1.640 -1.069  0.53
C: 0.157 -3.715 -1.802  -0.44
H: 0.103 -4.658 -2.347  0.41
H: -1.902 -3.128 -2.226  0.24
H: 3.374 3.956 2.327  0.33
C: -2.017 -0.706 -0.965  0.57
H: 3.835 1.410 2.114  0.24
C: 3.556 2.068 1.288  -0.85
N: -1.913 0.276 -0.059  -0.01
Hg: 0.814 1.413 0.770  0.95
C: -4.065 1.118 -0.734  -0.61
C: 0.993 -0.025 2.324  -1.42
H: 2.201 -1.751 0.091  0.31
C: -4.192 0.092 -1.676  -0.47
H: 2.220 3.827 1.009  0.23
H: 3.119 1.440 0.498  0.27
H: -4.818 1.883 -0.593  0.38
C: 2.701 3.261 1.812  -0.92
C: -0.954 -2.873 -1.755  -0.73
I: 0.156 3.085 -1.161  -0.48
H: -3.194 -1.663 -2.489  0.24
H: -2.745 1.957 0.784  0.39
H: 1.948 2.967 2.549  0.28
C: 1.321 -2.086 -0.469  -0.02
H: 1.928 -0.583 2.210  0.33

Properties
Spin multiplicity: 1
LUMO level, eV: 0.1
Energy, Ha: -1066.202398
Orbital gap, eV: 8.6

# 5
A molecular structure, C13H17HgIN2O at a distorted geometry, computed with ωB97M-V/def2-TZVPD.

Last column: Mulliken charge in e.
Cartesian coordinates (Å):
N: 1.524 -0.727 -0.595  0.08
C: 1.707 -1.096 -2.964  -0.88
H: 2.901 -1.659 0.611  0.40
C: 3.362 -2.002 -1.475  -0.66
Hg: -0.566 -0.615 1.532  1.20
H: -2.025 2.090 -4.156  0.41
H: 1.534 1.632 1.355  0.20
H: -1.131 -0.907 4.865  0.38
C: -1.833 1.421 -0.825  -0.14
O: -0.501 1.516 1.891  -0.69
C: 1.044 -0.565 -1.836  0.66
C: -2.272 2.040 -1.992  -0.76
I: -0.399 -3.160 0.805  -0.46
C: -1.688 1.671 -3.208  -0.43
C: 0.730 2.187 1.879  -0.72
N: -0.889 0.474 -0.824  0.23
H: 4.270 -2.560 -1.258  0.38
H: -0.096 0.462 -4.101  0.21
C: -0.827 -1.015 3.813  -1.22
H: -2.545 -0.596 2.121  0.30
H: 1.048 2.372 2.923  0.24
H: 3.442 -2.192 -3.645  0.40
C: -2.198 -0.401 3.155  -0.96
H: 1.277 -0.935 -3.948  0.28
H: -0.674 -2.093 3.711  0.32
C: -0.624 0.761 -3.191  -0.76
H: -2.230 1.707 0.148  0.40
H: 0.092 -0.414 3.785  0.40
H: -3.065 2.784 -1.935  0.37
C: 2.616 -1.460 -0.420  -0.21
H: -2.298 0.655 3.416  0.31
H: 0.578 3.162 1.380  0.23
C: -0.205 0.223 -1.958  0.51
C: 2.900 -1.802 -2.782  -0.46
H: -2.958 -0.961 3.723  0.45

Properties
Spin multiplicity: 1
LUMO level, eV: 0.0
Energy, Ha: -1141.358541
Orbital gap, eV: 8.3

# 6
C13H17IN2OS in the gas phase at a distorted geometry, computed with ωB97M-V/def2-TZVPD.

Last column: Mulliken charge in e.
Cartesian coordinates (Å):
C: -4.019 1.402 -0.552  -0.78
C: 1.085 -1.373 -1.237  -0.46
H: -4.248 1.098 -1.678  0.34
H: 4.660 -2.548 0.318  0.26
C: -4.269 -0.989 0.803  -0.91
I: -5.136 1.464 2.490  0.04
H: 2.652 -1.598 0.403  0.30
C: -1.470 0.012 -0.886  -0.50
H: 1.095 -1.256 -2.423  0.28
C: 2.638 -1.235 -0.732  -0.37
C: 0.142 -0.199 -0.510  0.58
H: -4.224 2.569 -0.409  0.36
H: 2.938 -0.103 -0.849  0.17
N: -2.264 3.373 1.669  -0.46
C: 4.908 -2.129 -0.756  -0.21
H: -1.974 -0.699 -1.698  0.23
H: 5.671 -2.841 -1.287  0.29
H: 5.159 0.105 -1.271  0.21
S: -0.948 4.055 2.658  0.18
H: 1.898 0.853 0.963  0.16
C: -0.159 2.066 1.326  0.49
H: -6.011 0.431 0.061  0.42
C: -2.426 1.182 -0.206  0.39
N: 0.466 3.025 2.322  -0.54
H: 0.608 -2.445 -1.018  0.28
H: 6.822 -0.706 -0.674  0.29
H: -3.283 -0.887 1.459  0.30
C: 5.650 -0.677 -0.528  -0.75
H: -4.007 -1.461 -0.260  0.21
C: -4.923 0.505 0.523  -0.43
H: 5.359 -0.332 0.575  0.20
C: -1.733 2.194 0.883  0.12
O: 3.615 -2.033 -1.489  -0.40
H: -5.029 -1.693 1.390  0.35
C: 0.757 0.868 0.620  -0.63

Properties
SMILES string: CCOCCc1cc(C[C@@H](C)I)c2nsnc2c1
Spin multiplicity: 1
LUMO level, eV: -1.5
Energy, Ha: -1385.715901
Orbital gap, eV: 6.8